59
Properties=species:S:1:pos:R:3:forces:R:3:mulliken_charge:R:1 method="wB97M-V/def2-TZVPD" total_charge=-3 lumo_energy_ha=0.18958 homo_energy_ev=2.91 orbital_gap_ha=0.0825 fmax_ev_per_a=3.89
Ba 0.11017 0.50713 -0.10844 -2.15 -0.09 -3.25 1.90
S -0.12443 -2.98684 1.82453 -2.14 -0.94 -2.04 0.99
S 3.10410 1.51841 -2.64340 -0.84 -0.60 -3.45 0.92
S -0.89745 1.50032 3.71182 -1.30 -1.37 0.73 0.94
O 3.47851 3.01216 -3.08908 0.37 -0.09 0.37 -0.38
O -4.35175 -0.15400 -0.60078 0.35 -0.30 0.82 -0.90
O -0.45745 1.83135 2.40639 0.76 0.41 -0.55 -0.43
O 0.33853 -1.65531 1.66782 1.19 0.30 0.82 -0.46
O -0.65455 1.89833 -2.33774 0.68 0.89 0.24 -0.62
O 2.13306 1.60295 -1.61685 0.44 0.08 1.77 -0.31
O -2.49379 0.55046 0.50342 0.10 0.21 1.76 -0.65
O -1.28780 3.88937 -3.22607 0.73 -0.16 -0.09 -0.84
O 4.36420 0.84154 -2.51513 0.33 0.29 0.82 -0.72
O -0.32515 2.28596 -4.51352 0.42 0.64 0.11 -0.88
O 1.11126 -3.98678 1.69492 0.51 0.88 -0.07 -0.26
O -0.86014 -3.35836 3.00335 0.28 -0.06 0.27 -0.71
O -2.23571 2.30757 4.03956 0.82 0.38 0.32 -0.42
O -0.02890 1.67382 4.83668 -0.01 0.21 0.17 -0.70
O 0.85275 -1.38201 -2.06590 0.86 -0.04 0.53 -0.73
O -2.27547 -0.80667 -1.20472 -0.06 -0.69 0.90 -0.71
C -1.10739 -3.34924 0.36237 0.43 -0.96 0.71 -0.69
C 1.82781 -5.99147 2.72731 -0.27 0.26 0.49 -1.23
C 2.35975 3.83148 -3.51611 -0.67 0.70 0.39 0.21
C 0.94055 -5.39940 1.64933 -0.13 -0.30 -0.01 -0.29
C 2.74047 5.29468 -3.31434 -0.06 -0.20 -0.29 -1.43
C 2.05739 -2.01964 -1.88145 -1.58 0.36 0.33 -0.57
C -4.56854 2.18144 3.27830 -0.08 0.33 0.72 -1.26
C 2.27493 0.96345 -4.13347 0.30 -0.05 0.95 -0.35
C -3.09103 -0.18228 -0.42187 0.18 0.45 -1.65 0.51
C -1.60893 -0.13999 3.71930 -0.68 0.05 0.51 -0.70
C -3.11890 2.55047 2.93287 -1.26 -0.67 -1.70 0.70
C -0.74138 2.73202 -3.35976 -0.91 -1.00 0.40 0.29
H 2.11043 3.54591 -4.53445 -0.16 0.23 -0.02 0.38
H -0.55989 -3.14946 -0.56070 0.10 0.68 0.07 0.24
H 3.32456 5.69442 -4.14652 0.38 -0.02 0.20 0.30
H -4.99475 1.35937 2.70662 0.38 -0.05 -0.28 0.33
H -3.09916 3.58316 2.58666 0.51 0.16 0.52 0.31
H 1.92884 -3.12307 -2.02551 0.45 -0.22 0.04 0.15
H -0.95583 -0.99837 3.83895 0.57 0.41 -0.47 0.29
H 1.85439 5.92553 -3.23862 -0.21 -0.26 -0.05 0.40
H -2.24325 -0.20648 2.82657 0.25 -0.02 -0.28 0.19
H -2.04607 -2.80002 0.42591 0.15 0.38 -0.20 0.24
H 2.87575 -5.71066 2.63537 0.00 -0.07 -0.34 0.31
H -4.65934 1.92258 4.33872 0.10 0.01 0.02 0.31
H 2.88432 -1.69665 -2.55025 0.11 -0.03 0.04 0.21
H 3.25812 5.35897 -2.35715 0.26 0.19 -0.11 0.31
H -2.25266 -0.18367 4.60142 -0.03 0.31 -0.02 0.41
H 2.40030 -1.88007 -0.82313 0.60 -0.23 -0.02 0.06
H 2.97255 1.18783 -4.93829 -0.11 -0.02 -0.16 0.37
H -1.29416 -4.42639 0.41730 -0.22 0.04 0.02 0.39
H 1.29060 1.47784 -4.17425 -0.38 0.34 -0.32 0.01
H 1.47171 3.67629 -2.89481 0.11 -0.53 -0.10 0.01
H -5.20742 3.05485 3.13116 -0.08 -0.06 -0.07 0.32
H -2.84005 1.94932 2.04968 0.16 -0.07 0.05 -0.33
H 2.01644 -0.09305 -4.06807 0.23 -0.09 0.36 0.19
H 1.49035 -5.55251 3.66944 0.00 -0.12 0.07 0.28
H -0.10065 -5.67893 1.82547 0.00 0.13 0.16 0.35
H 1.72839 -7.07429 2.81345 0.03 -0.02 -0.19 0.36
H 1.18175 -5.72334 0.63572 0.20 0.02 0.03 0.35

47
Properties=species:S:1:pos:R:3:forces:R:3:mulliken_charge:R:1 method="wB97M-V/def2-TZVPD" total_charge=+3 lumo_energy_ha=-0.40829 homo_energy_ev=-17.41 orbital_gap_ha=0.2315 relative_energy_kcal_mol=54.0 fmax_ev_per_a=6.50
I 1.63911 3.17405 1.19135 2.30 0.65 -0.65 -0.14
Zr 0.28169 1.09050 0.51960 -3.22 -0.36 1.30 -0.36
Cl -1.16320 2.41476 1.97279 0.13 -0.71 -0.53 -0.33
P -0.85056 1.38385 -1.92344 -1.64 0.48 -1.76 1.27
P 1.10700 -0.98782 2.03818 0.13 -1.63 1.82 1.28
O 4.79685 -0.04245 -2.43183 -0.04 5.53 3.30 -0.08
N -3.36843 -1.87836 0.54732 -0.17 0.20 0.20 0.05
N -1.73431 -0.40747 0.61944 0.20 0.02 -0.09 1.17
C -1.65040 0.11752 -2.97924 0.45 -0.81 0.35 -1.21
C 0.74047 -2.77277 1.85077 -0.21 -0.02 -0.96 -1.21
C -1.43935 -2.53325 -0.79725 0.10 -0.13 -0.12 -1.47
C 4.93812 0.98276 -1.88860 1.47 -5.12 -3.72 0.69
C -0.14218 2.40929 -3.25413 0.70 0.03 0.38 -1.12
C 2.79930 -1.14491 2.69900 0.25 0.55 -0.51 -1.12
C 5.51109 2.22580 -1.41585 -0.88 0.38 0.63 -0.61
C 0.16694 -0.72002 3.59238 -0.38 0.69 0.01 -1.16
C -2.80669 0.03099 1.40888 -0.06 0.18 0.13 -0.65
C -2.12916 -1.58845 0.10898 -0.56 0.17 0.38 -0.25
C -3.82053 -0.86336 1.37403 0.46 0.12 -0.14 -0.90
C -2.36575 2.34555 -1.53564 -0.02 0.28 0.76 -1.15
H 3.22173 -0.13514 2.75996 0.23 -0.33 0.29 0.37
H -3.19423 1.67398 -1.28016 0.25 0.08 0.01 0.35
H 2.74960 -1.62898 3.69027 0.10 0.26 -0.52 0.42
H 3.38869 -1.75652 2.00244 0.00 0.19 0.28 0.38
H -2.72844 0.97650 1.92902 -0.49 -0.68 -0.14 0.67
H 0.46998 1.76640 -3.90106 -0.10 0.31 0.07 0.38
H -3.89184 -2.71516 0.30676 0.15 0.18 0.03 0.24
H -0.31349 -2.91833 1.59203 0.26 -0.04 0.17 0.18
H 1.36178 -3.18243 1.04643 -0.15 -0.12 0.17 0.41
H 4.82607 3.04186 -1.72264 0.33 -0.21 0.08 0.32
H -0.81339 -1.20873 3.53836 0.20 0.15 -0.09 0.36
H -2.64092 2.93725 -2.42087 0.13 -0.21 0.29 0.43
H -2.27147 -0.54730 -2.36996 0.05 0.20 -0.23 0.18
H 5.52384 2.18411 -0.30775 0.10 0.06 -0.39 0.32
H 0.96541 -3.30378 2.78950 -0.02 0.41 -0.25 0.47
H -2.04808 -2.68667 -1.69727 0.30 0.01 0.08 0.51
H -4.78145 -0.82439 1.87002 0.13 -0.25 -0.22 0.45
H -0.45248 -2.15533 -1.07166 -0.06 -0.17 -0.07 0.13
H -0.87469 -0.47816 -3.47328 -0.25 0.00 -0.04 0.41
H 0.48757 3.17051 -2.77887 -0.14 0.12 -0.47 0.37
H -0.96703 2.86347 -3.83093 0.49 -0.20 0.26 0.42
H -2.18952 3.00891 -0.68277 -0.23 0.08 -0.24 0.37
H 6.53708 2.38916 -1.82426 -0.58 -0.49 -0.01 0.36
H 0.00693 0.34932 3.76477 0.01 -0.21 0.26 0.36
H 0.73985 -1.15208 4.42586 -0.17 0.15 -0.31 0.43
H -1.34631 -3.51000 -0.30623 0.15 0.17 -0.20 0.51
H -2.27516 0.60527 -3.74444 0.30 0.03 0.38 0.48

52
Properties=species:S:1:pos:R:3:forces:R:3:mulliken_spin:R:1 method="wB97M-V/def2-TZVPD" total_charge=+1 multiplicity=4 s2=3.83 lumo_energy_ha="-0.17812 / -0.17864" homo_energy_ev="-11.30 / -11.36" orbital_gap_ha="0.2373 / 0.2387" relative_energy_kcal_mol=195.9 fmax_ev_per_a=9.88
Cr -0.38509 0.20127 -0.60459 0.22 4.11 8.98 2.43
O 2.19764 -1.06382 -0.28100 -1.12 0.24 -0.24 -0.02
O -2.59102 2.05706 0.77052 1.18 -0.85 -1.41 0.01
O -3.94005 2.34030 -3.92757 0.63 -0.58 0.41 1.03
O -0.74406 3.30582 -0.33086 -0.18 -1.86 -0.29 0.00
O -0.54782 -2.94835 -4.49182 0.81 0.11 0.23 0.00
O 0.30853 -2.36603 0.66248 -0.36 1.05 -0.80 -0.05
O 0.48788 0.93780 2.11113 -0.03 0.00 -0.30 -0.02
N 1.53517 0.07771 -0.48735 1.03 1.78 -0.37 -0.14
N -0.58313 -1.39457 0.54520 -1.38 0.57 0.77 -0.14
N 0.03585 2.23356 -0.60176 2.24 0.23 0.16 -0.02
N -2.06630 0.86008 0.51921 -0.11 -1.91 1.11 -0.01
N 1.34619 0.34839 4.14280 -0.35 0.27 -0.81 0.00
C -1.72544 -1.40126 1.21852 2.37 -0.33 -0.82 0.03
C 1.53657 0.74572 5.51955 -0.22 0.39 0.40 0.00
C 1.58147 -1.03938 3.76963 -0.04 -0.02 -0.01 0.00
C -2.51558 -0.17527 1.22482 0.42 2.18 -1.03 0.00
C 2.15422 1.21705 -0.73752 -0.25 -2.91 0.92 0.03
C -0.38272 -0.61127 -2.00248 -2.66 -5.04 -8.07 -0.14
C -3.63014 0.13223 2.14181 0.11 -0.79 -0.06 0.00
C -1.91592 -2.57511 2.09097 -0.79 0.26 -0.02 -0.01
C 1.90300 3.77356 -0.62912 0.12 -0.21 -0.27 0.00
C 3.62356 1.20778 -0.72510 0.06 0.37 -0.35 0.00
C 1.34118 2.41358 -0.73554 -2.92 0.64 0.45 0.01
C 0.78610 1.21293 3.26408 0.35 -0.33 0.76 0.00
H 0.62174 2.21880 3.70596 0.05 -0.24 -0.23 0.00
H -4.06294 -0.80180 2.47066 -0.39 0.03 0.33 0.00
H -0.47954 -3.72010 -3.90618 -0.03 0.19 -0.33 0.00
H 1.94004 1.76509 5.55421 0.00 -0.28 0.12 0.00
H -3.21979 0.68993 2.98254 -0.20 0.13 0.16 0.00
H -1.52171 -0.38181 -1.65813 -0.68 -2.05 -0.58 -0.01
H 3.94729 1.57502 0.24694 0.29 0.01 0.07 0.01
H 0.66346 -1.64362 3.84346 0.26 0.17 -0.05 0.00
H -4.34755 0.75053 1.60750 -0.10 0.02 0.21 0.00
H 3.96561 1.88537 -1.49900 0.41 0.09 -0.04 0.00
H -2.93044 -2.54438 2.46111 -0.15 -0.39 0.32 0.00
H -1.64920 2.78703 0.10512 -0.05 0.73 0.25 0.00
H -1.20816 -2.50834 2.91739 0.01 -0.21 0.03 0.01
H -1.73266 -3.48086 1.51368 0.05 -0.04 0.20 0.00
H -0.36524 -1.32193 -2.98846 0.33 1.35 2.48 0.03
H 2.31857 -1.43747 4.47053 -0.08 -0.09 -0.24 0.00
H 2.39208 3.86364 0.33942 0.13 0.19 0.06 0.00
H 3.98606 0.19650 -0.89219 0.10 0.16 0.04 0.00
H 0.32583 -2.88945 -4.93048 -0.72 -0.17 0.24 0.00
H 0.59001 0.73789 6.07926 0.25 -0.10 -0.04 0.00
H 1.09686 4.49677 -0.71321 0.21 0.06 0.00 0.00
H -0.60100 0.43557 -2.22746 1.05 2.23 -2.63 -0.02
H 1.34987 -1.73375 0.03681 0.73 -0.36 0.49 0.00
H 1.96526 -1.10027 2.74537 -0.15 0.01 0.23 0.00
H -3.29145 1.72330 -3.49524 -0.68 0.61 -0.43 -0.03
H 2.63365 3.89265 -1.42115 0.24 0.35 -0.02 0.00
H 2.23225 0.05241 5.99358 -0.03 0.23 0.00 0.00

76
Properties=species:S:1:pos:R:3:forces:R:3:mulliken_charge:R:1 method="wB97M-V/def2-TZVPD" total_charge=-1 lumo_energy_ha=-0.18633 homo_energy_ev=-6.81 orbital_gap_ha=0.0638 relative_energy_kcal_mol=250.8 fmax_ev_per_a=4.15
Zn -0.19048 -0.30217 1.02307 -0.03 -0.03 0.14 0.64
S -1.11540 -0.99536 7.32990 -2.18 0.67 1.42 1.10
S 5.74650 -1.81356 2.83254 -0.83 -0.14 2.24 1.07
S -6.55590 0.58759 0.61856 1.93 0.39 1.72 1.13
P 1.08208 1.22044 -5.58349 -2.44 -1.29 2.83 0.92
P 0.23234 6.46246 2.20301 0.98 1.07 -1.94 1.04
P -0.91210 -6.91458 -0.96779 -1.02 1.21 1.08 1.04
F -8.91942 -0.02314 -0.61024 0.74 0.30 0.10 -0.21
F -7.31908 -1.39436 -1.10651 0.01 2.27 0.37 -0.21
F 0.09804 -3.36240 7.71946 -0.25 0.31 0.52 -0.21
F -0.71238 -2.38714 9.51592 0.33 -0.37 0.35 -0.20
F 6.95653 -2.32295 0.52279 1.14 0.63 0.22 -0.20
F 8.38455 -2.37270 2.25460 -0.75 0.16 -1.05 -0.21
F 1.18581 -1.73250 8.63447 -0.67 -0.10 0.11 -0.21
F 7.60662 -0.47998 1.60640 0.72 1.19 -1.32 -0.19
F -7.34958 0.72951 -2.00511 -0.33 -1.98 2.63 -0.25
O 1.81711 6.81378 2.32319 -1.35 0.61 -1.67 -0.34
O -2.49167 -1.55426 7.46779 2.09 0.56 0.07 -0.54
O -0.26199 7.62141 1.06587 0.96 -1.61 1.37 -0.35
O 0.92755 -0.25526 -6.37280 2.32 2.80 1.05 -0.31
O -1.60090 -8.02787 0.02367 1.64 0.76 -0.34 -0.34
O 4.60253 -1.36931 2.03898 0.45 -0.07 -0.75 -0.53
O -7.03191 -0.05165 1.84995 -0.79 0.82 -1.44 -0.56
O -0.29021 7.01238 3.56686 -0.87 -1.29 0.73 -0.27
O 0.45725 -7.62043 -1.41865 -0.37 0.01 0.29 -0.25
O 0.65769 1.11504 -4.12544 1.96 0.00 -3.00 -0.61
O -5.24126 0.02333 0.32228 -0.21 0.10 -0.78 -0.55
O 2.56340 1.73473 -5.91677 -1.30 -0.80 1.46 -0.32
O -1.90453 -6.90714 -2.27616 1.06 -0.71 0.76 -0.34
O -6.52302 2.05748 0.58460 -1.03 -1.92 -0.34 -0.56
O -0.08471 5.05089 1.97684 -0.11 0.91 -0.08 -0.65
O -0.65417 -1.06716 5.97417 0.74 -0.32 -0.76 -0.50
O -0.70686 -5.56742 -0.33495 -0.47 -2.25 -1.46 -0.64
O -0.98941 0.35255 7.91638 0.20 -1.76 -0.26 -0.55
O 0.06260 2.29502 -6.25322 0.64 -1.08 -0.70 -0.31
O 5.56854 -3.24444 3.23080 1.06 2.68 -0.42 -0.57
O 5.93969 -0.74420 3.89182 0.51 -2.75 -1.90 -0.55
C 0.05992 8.24588 4.04687 -0.26 3.29 0.45 -0.91
C -1.68338 7.95390 0.95762 1.33 0.03 -0.25 -0.59
C 1.38910 -6.77484 -2.07784 1.03 0.42 -1.47 -0.75
C -0.33152 -0.70482 -6.75525 -1.82 1.11 -0.20 -0.62
C -7.59836 -0.07017 -0.81633 -0.22 0.02 -2.26 0.59
C -0.04673 -2.20865 8.39093 -0.23 1.04 -1.57 0.64
C 2.53051 6.44406 3.46174 0.53 -1.14 1.34 -0.66
C -0.88478 -8.20686 1.29008 0.25 0.00 0.64 -0.69
C -2.36769 -8.16272 -2.83657 -0.50 -0.91 0.85 -0.63
C 7.33749 -1.74062 1.66646 -2.41 -1.66 2.95 0.63
C 2.87660 2.40883 -7.08694 1.01 0.62 -2.01 -0.66
C 0.11628 3.63529 -5.73867 0.52 0.28 -0.19 -0.70
H -0.72551 -9.24999 1.56323 -0.53 -0.25 -0.66 0.28
H -0.32397 -1.67833 -7.24546 0.46 0.15 0.16 0.24
H -1.02235 -0.69785 -5.91214 0.03 -0.39 0.18 0.32
H -2.00973 8.01733 1.99568 -1.03 -0.33 -0.47 0.31
H 3.79549 1.99224 -7.49948 -0.22 -0.54 -0.15 0.28
H 3.17661 3.45231 -6.99064 -0.47 0.22 0.93 0.28
H -1.79336 8.91565 0.45658 0.59 0.39 0.47 0.21
H 1.36265 -5.73589 -1.74920 -0.25 -0.18 0.11 0.35
H 1.27371 -6.84347 -3.15953 -0.90 0.35 -0.17 0.27
H 0.66022 8.32263 4.95343 0.08 -0.99 0.05 0.35
H -0.83873 8.82013 4.27217 -0.35 -0.23 0.18 0.34
H -0.87332 4.05215 -5.55148 -0.07 -0.54 0.09 0.27
H -0.70472 0.07658 -7.41725 -0.49 -0.45 -0.52 0.28
H -1.83800 -8.65219 -3.65386 0.80 0.99 -0.20 0.27
H -2.35082 -8.92715 -2.05974 -0.21 0.08 0.17 0.29
H -2.13817 7.31560 0.20011 -0.40 -0.75 0.93 0.25
H 2.42741 -7.10643 -2.07110 -0.08 -0.54 1.27 0.27
H 3.57216 6.21316 3.23869 -0.12 0.13 -0.49 0.28
H 0.57735 4.25807 -6.50526 0.10 0.06 0.01 0.26
H 0.12427 -7.79719 1.33575 -0.07 0.38 -0.66 0.29
H 2.11380 5.53965 3.90504 -0.04 -0.13 0.03 0.35
H 2.55088 7.18977 4.25648 -0.25 0.38 -0.24 0.22
H -1.40785 -7.74997 2.13017 -0.40 0.16 -0.41 0.28
H -3.39979 -8.07573 -3.17613 0.07 0.51 0.20 0.27
H 0.72745 3.66572 -4.83665 -0.21 0.10 0.09 0.35
H 0.54963 8.90503 3.33007 0.31 -0.40 -0.41 0.42
H 2.08338 2.39224 -7.83437 -0.02 -0.25 0.03 0.33